Entry 1:
Molecular formula: C22H26N2O4S
Method: DFT, wB97M-V/def2-TZVPD

CARTESIAN COORDINATES (ANGSTROEM)
C  -0.07  -2.84  -1.78
H  0.46  -3.08  -2.84
O  1.12  -2.32  -1.10
C  0.78  -2.04  0.18
C  -0.52  -2.12  0.62
C  -0.76  -1.63  2.14
C  0.31  -1.32  3.02
C  1.64  -1.24  2.16
C  1.79  -1.62  0.88
C  3.27  -1.74  0.37
N  3.96  -0.30  0.61
S  3.70  0.85  -0.59
O  4.28  0.13  -1.88
O  4.44  1.98  0.16
C  2.02  0.97  -0.69
C  1.27  0.52  -1.55
C  -0.01  0.43  -1.64
C  -0.73  0.99  -0.48
C  0.12  1.66  0.47
C  1.36  1.56  0.67
H  1.92  1.88  1.29
C  -1.07  2.11  1.74
H  -0.72  3.12  2.01
H  -1.02  1.37  2.60
C  -2.30  2.16  0.59
N  -1.98  1.13  -0.32
C  -2.97  0.10  -0.91
O  -2.62  -0.34  -1.81
C  -4.48  0.34  -0.28
H  -4.68  1.38  -0.23
C  -4.65  -0.34  0.84
H  -4.99  0.10  1.64
H  -3.80  -1.06  1.17
C  -5.83  -1.31  0.15
H  -5.78  -2.33  0.19
H  -6.75  -0.68  0.57
C  -5.38  -0.50  -1.32
H  -6.20  0.05  -1.40
H  -4.93  -1.13  -1.82
C  -2.78  3.52  0.42
H  -1.76  3.72  -0.10
H  -3.68  3.44  -0.07
H  -2.95  4.01  1.20
H  -3.15  1.46  1.48
H  -0.70  0.32  -2.63
H  2.06  0.11  -2.52
H  4.10  -0.26  1.58
H  3.31  -1.98  -0.66
H  3.81  -2.45  0.70
H  2.39  -0.94  2.94
H  0.30  -0.85  3.83
H  -1.67  -1.46  2.47
H  -1.23  -2.15  0.10
H  -0.51  -3.83  -1.34
H  -0.77  -2.14  -1.85

Results
LUMO energy, eV: 0.029
Charge: 0
Frontier orbital gap, eV: 7.9
Calculated total energy, hartree: -1661.77450
Energy above the lowest of the compared OMol25 structures with the same formula, charge and spin, kcal/mol: 559.4

---

Entry 2:
Molecular formula: C5H13NO
Method: DFT, wB97M-V/def2-TZVPD

CARTESIAN COORDINATES (ANGSTROEM)
C  -2.44  1.09  -0.17
C  -1.25  0.55  0.61
C  -0.04  0.50  -0.28
C  0.72  -0.56  -0.58
C  1.78  -0.50  -1.65
N  0.68  -1.76  0.12
H  -2.12  1.89  -0.85
H  -3.22  1.48  0.47
H  -2.84  0.30  -0.81
H  -1.07  1.14  1.52
H  -1.48  -0.41  1.07
H  0.16  1.39  -0.86
H  1.64  -1.32  -2.37
H  2.77  -0.61  -1.22
H  1.70  0.43  -2.22
H  1.25  -2.54  -0.15
H  -0.16  -2.00  0.61
O  1.36  0.20  2.62
H  1.05  1.05  2.33
H  1.51  -0.33  1.82

Results
SMILES string: CC/C=C(/C)N.O
LUMO energy, eV: 0.904
Charge: 0
Frontier orbital gap, eV: 9.0
Calculated total energy, hartree: -328.28852
Energy above the lowest of the compared OMol25 structures with the same formula, charge and spin, kcal/mol: 19.0